Entry 1:
A structure of composition C46H42ClKN4O7P2 in a non-equilibrium geometry, computed with ωB97M-V/def2-TZVPD.

```
103
Properties=species:S:1:pos:R:3:mulliken_charge:R:1
K 0.2865 0.2902 0.6745 1.29
C 1.0578 3.2602 -0.5012 -0.67
P -0.4783 3.4852 0.5357 1.45
C -0.9275 5.1708 -0.0631 0.25
C -1.4240 5.2257 -1.3715 -0.43
C -1.7591 6.4344 -1.9572 -0.71
C -1.6160 7.6179 -1.2419 -0.62
C -1.1538 7.5734 0.0653 -0.65
C -0.8194 6.3597 0.6536 -0.64
C 0.1574 3.8994 2.2094 0.40
C 1.4262 4.3887 2.5097 -0.25
C 1.7843 4.6547 3.8220 -0.62
C 0.8773 4.4480 4.8510 -0.45
C -0.3916 3.9699 4.5671 -0.51
C -0.7412 3.6885 3.2548 -0.47
C 0.6558 2.3234 -1.6066 -0.11
C 1.2644 1.9836 -2.8067 -1.53
C 0.4744 0.9496 -3.3760 -1.14
C -0.5582 0.7278 -2.4776 0.05
C -1.6685 -0.2630 -2.2745 -1.48
P -2.3994 0.4213 -0.7056 1.31
C -3.3790 1.8499 -1.3315 0.20
C -3.6402 2.1278 -2.6696 -0.29
C -4.3665 3.2531 -3.0373 -0.76
C -4.8464 4.1243 -2.0693 -0.61
C -4.5990 3.8585 -0.7299 -0.54
C -3.8710 2.7341 -0.3691 -0.28
C -3.8108 -0.7909 -0.5417 0.51
C -5.1702 -0.4867 -0.4616 -0.64
C -6.1076 -1.4708 -0.1692 -0.67
C -5.7085 -2.7807 0.0459 -0.55
C -4.3564 -3.0980 -0.0142 -0.64
C -3.4222 -2.1144 -0.2885 -0.30
N -0.4571 1.5747 -1.4262 0.57
H 1.8078 2.7927 0.1402 0.27
H 1.4451 4.2086 -0.8756 0.69
H -1.5376 4.2949 -1.9208 0.28
H -2.1408 6.4566 -2.9714 0.44
H -1.8654 8.5684 -1.6997 0.34
H -1.0492 8.4932 0.6304 0.39
H -0.4659 6.3376 1.6776 0.36
H 2.1408 4.5630 1.7147 0.27
H 2.7864 4.9998 4.0482 0.36
H 1.1726 4.6281 5.8779 0.30
H -1.0934 3.7857 5.3718 0.35
H -1.7234 3.2888 3.0249 0.20
H 2.1699 2.4057 -3.2233 0.42
H 0.6466 0.4627 -4.3275 0.69
H -1.2661 -1.2550 -2.0540 0.72
H -2.3917 -0.3620 -3.0883 0.54
H -3.2637 1.4746 -3.4463 0.27
H -4.5515 3.4554 -4.0866 0.35
H -5.4100 5.0042 -2.3584 0.35
H -4.9642 4.5399 0.0299 0.38
H -3.6655 2.5299 0.6756 0.32
H -5.5045 0.5299 -0.6311 0.27
H -7.1594 -1.2124 -0.0989 0.38
H -6.4415 -3.5490 0.2646 0.33
H -4.0329 -4.1158 0.1743 0.41
H -2.3623 -2.3476 -0.2750 -0.06
O -0.5926 -3.8307 4.4647 -0.76
C -1.1014 -2.7269 5.0171 0.76
C -1.3655 -2.7408 6.3911 -0.72
C -1.9086 -1.6389 7.0244 -0.23
C -2.1979 -0.4887 6.2997 -0.93
C -1.9290 -0.4621 4.9422 -0.41
C -1.3911 -1.5585 4.2770 -0.07
C -1.0935 -1.3881 2.8098 0.25
O -1.3097 -0.3105 2.2454 -0.38
N -0.5476 -2.5041 2.2666 -0.98
N -0.1194 -2.4204 1.0006 1.13
C 0.6169 -3.3897 0.6007 -0.92
C 1.2111 -3.4006 -0.7243 0.77
C 2.1474 -4.3909 -1.0552 -0.96
C 2.7684 -4.3510 -2.2876 -0.35
C 2.4479 -3.3281 -3.1685 -0.90
C 1.4892 -2.4048 -2.7681 0.17
N 0.8785 -2.4411 -1.5964 0.24
H -0.4615 -3.5573 3.4733 0.59
H -1.1241 -3.6421 6.9425 0.38
H -2.0998 -1.6772 8.0915 0.35
H -2.6137 0.3804 6.7958 0.38
H -2.1149 0.4244 4.3484 0.28
H 0.8737 -4.2106 1.2755 0.09
H 2.3819 -5.1675 -0.3366 0.40
H 3.4999 -5.1038 -2.5594 0.38
H 2.9245 -3.2483 -4.1368 0.38
H 1.2008 -1.5849 -3.4176 0.14
C 5.1491 0.4286 0.3737 -1.30
C 4.1919 -0.7295 0.2039 1.06
C 4.4197 -1.8887 1.1453 -1.06
O 3.3274 -0.7304 -0.6394 -0.43
H 6.1814 0.0717 0.3878 0.46
H 4.9338 0.8880 1.3409 0.24
H 5.0076 1.1590 -0.4212 0.26
H 5.3682 -2.3770 0.9037 0.50
H 3.5995 -2.5994 1.0667 0.01
H 4.4722 -1.5110 2.1660 0.31
O 3.5935 0.6740 3.3428 -0.81
Cl 2.1939 0.5512 2.9880 1.64
O 1.3869 1.0647 4.0417 -0.68
O 1.8895 -0.8248 2.7428 -0.58
O 1.9776 1.3016 1.7764 -0.79
```

DFT total energy, eV: -116097.33298
Molar mass, g/mol: 899.4
Charge: -2



Entry 2:
The molecule C3H6N2S in a non-equilibrium geometry, computed with ωB97M-V/def2-TZVPD.

```
12
Properties=species:S:1:pos:R:3:mulliken_charge:R:1
C 1.5044 0.1634 0.1708 0.13
C 0.6339 1.2769 -0.2167 -0.84
C -0.1475 -1.3751 -0.2722 -0.29
N 1.1574 -1.0468 0.1305 -0.51
N -2.0705 0.0330 0.7991 -0.59
S -1.2583 0.1081 -0.5201 0.22
H 2.5052 0.3703 0.5378 0.39
H 0.4947 2.0498 0.5252 0.33
H 0.7917 1.6632 -1.2138 0.32
H -0.1142 -1.9247 -1.2166 0.32
H -0.6355 -1.9813 0.4933 0.30
H -2.8611 0.6633 0.7827 0.23
```

DFT total energy, eV: -17020.80432
Molar mass, g/mol: 102.2